C22H34FeN3OP2S | ωB97M-V/def2-TZVPD

energy relative to the best compared isomer or geometry (same formula, charge and spin) = 0.0 kJ/mol
E_tot = -93679.97909 eV
LUMO level (spin up / spin down) = -2.10 / -2.16 eV
charge = +1
spin multiplicity = 5

The geometry in XYZ format:
```
64
Properties=species:S:1:pos:R:3:nbo_charge:R:1
Fe 0.323 -0.135 -1.290 1.09
C -1.109 3.006 0.686 -0.93
P -0.238 1.401 0.805 0.79
C 1.158 1.826 1.904 -0.93
C -1.372 0.448 1.890 -0.33
C -1.579 0.832 3.215 -0.20
C -2.434 0.118 4.039 -0.19
C -3.098 -0.997 3.544 -0.21
C -2.910 -1.384 2.227 -0.15
C -2.055 -0.671 1.384 -0.36
P -1.777 -1.158 -0.360 0.81
C -2.088 -2.953 -0.390 -0.94
C -3.244 -0.475 -1.200 -0.93
H -1.408 3.361 1.673 0.24
H -1.995 2.908 0.060 0.25
H -0.448 3.746 0.234 0.24
H 0.840 2.353 2.803 0.23
H 1.845 2.473 1.356 0.25
H 1.697 0.919 2.179 0.24
H -1.073 1.702 3.615 0.22
H -2.585 0.432 5.063 0.23
H -3.769 -1.558 4.181 0.23
H -3.442 -2.250 1.855 0.21
H -3.104 -3.219 -0.099 0.23
H -1.375 -3.468 0.255 0.24
H -1.921 -3.303 -1.409 0.26
H -4.167 -0.862 -0.765 0.23
H -3.200 -0.721 -2.261 0.26
H -3.234 0.612 -1.111 0.24
S 2.324 -1.269 -0.266 -0.33
C 2.193 -1.748 1.366 0.35
N 1.006 -1.867 1.963 -0.60
C 0.800 -2.253 3.356 -0.22
C 2.043 -1.907 4.158 -0.42
C 3.265 -2.481 3.462 -0.22
N 3.288 -2.015 2.078 -0.58
H 0.207 -1.669 1.386 0.43
H 0.590 -3.324 3.418 0.20
H -0.074 -1.715 3.725 0.23
H 1.960 -2.311 5.166 0.24
H 2.143 -0.822 4.237 0.21
H 3.245 -3.574 3.489 0.20
H 4.184 -2.152 3.944 0.23
H 4.163 -1.924 1.588 0.43
C -0.143 -2.079 -4.188 -0.74
C -0.029 -1.071 -3.086 0.15
O -0.640 0.012 -3.217 -0.66
H -1.066 -2.645 -4.024 0.24
H 0.691 -2.778 -4.170 0.23
H -0.227 -1.595 -5.163 0.23
N 1.914 1.286 -2.078 -0.91
C 1.508 2.172 -3.136 0.23
C 1.976 1.985 -4.426 -0.27
C 1.533 2.814 -5.447 -0.18
C 0.634 3.834 -5.180 -0.22
C 0.170 4.017 -3.885 -0.18
C 0.598 3.183 -2.865 -0.27
H 2.649 0.666 -2.402 0.39
H 2.307 1.803 -1.297 0.39
H 2.683 1.190 -4.636 0.21
H 1.900 2.663 -6.453 0.22
H 0.294 4.482 -5.976 0.22
H -0.537 4.807 -3.668 0.22
H 0.214 3.307 -1.859 0.20
```

***

C15H31BClO8 | ωB97M-V/def2-TZVPD

energy relative to the best compared isomer or geometry (same formula, charge and spin) = 266.6 kJ/mol
E_tot = -45633.17127 eV
LUMO level = 2.55 eV
charge = -1

The geometry in XYZ format:
```
56
Properties=species:S:1:pos:R:3:nbo_charge:R:1
C -1.945 -2.756 1.780 -0.84
B -2.175 -2.311 0.181 0.04
C -1.087 -1.117 -0.123 -0.64
C -0.794 -0.827 -1.709 -0.40
C 0.680 -0.136 -2.014 -0.44
C 1.958 -1.004 -1.464 -0.11
O 3.015 -0.012 -1.097 -0.53
C 3.759 0.215 -2.346 0.60
O 4.271 1.437 -2.587 -0.58
C -1.993 -3.673 -0.720 -0.63
C -0.446 -4.175 -0.925 -0.16
C -0.483 -5.239 -2.215 -0.64
Cl 0.238 -5.163 0.509 -0.14
H -2.577 -2.075 2.519 0.18
H -0.827 -2.666 2.123 0.17
H -2.279 -3.866 1.990 0.19
H -3.289 -1.935 0.102 -0.07
H -0.140 -1.331 0.531 0.18
H -1.563 -0.114 0.315 0.21
H -1.602 -0.049 -2.117 0.21
H -0.869 -1.760 -2.411 0.19
H 0.777 -0.127 -3.204 0.19
H 0.714 1.018 -1.709 0.22
H 2.318 -1.769 -2.290 0.18
H 1.759 -1.630 -0.496 0.23
H 3.967 -0.637 -3.155 0.16
H -2.604 -4.555 -0.253 0.21
H -2.454 -3.434 -1.789 0.20
H 0.314 -3.342 -1.236 0.20
H 0.097 -6.232 -1.998 0.21
H -1.603 -5.530 -2.505 0.21
H -0.036 -4.744 -3.200 0.19
C -0.468 3.802 -0.512 -0.26
O -1.746 3.167 -0.532 -0.49
C -2.778 4.000 -0.820 0.98
O -2.692 5.196 -1.052 -0.65
O -3.922 3.271 -0.806 -0.49
C -5.100 4.023 -1.095 -0.25
H 0.282 3.043 -0.271 0.20
H -0.230 4.222 -1.495 0.19
H -0.434 4.577 0.260 0.19
H -5.047 4.452 -2.101 0.19
H -5.251 4.807 -0.346 0.19
H -5.954 3.341 -1.056 0.20
C 4.104 2.961 5.258 -0.25
O 3.083 2.873 4.266 -0.50
C 3.193 1.798 3.445 0.98
O 4.063 0.943 3.497 -0.64
O 2.167 1.839 2.558 -0.50
C 2.154 0.760 1.625 -0.27
H 3.917 3.857 5.856 0.19
H 4.072 2.091 5.922 0.19
H 5.089 3.058 4.791 0.19
H 2.045 -0.198 2.144 0.20
H 3.062 0.769 1.013 0.21
H 1.293 0.894 0.965 0.21
```

***

- charge of number 2 (C15H31BClO8)?
  -1

***

- The highest energy relative to the best compared isomer or geometry (same formula, charge and spin) belongs to which entry?
  C15H31BClO8

***

- Which of these has the lowest charge?
  C15H31BClO8

***

- Look up the charge of the first one.
  +1